(1)
Here is a molecular structure, C41H29Cl3F3FeN4O5S2 from OMol25. Energies are from the ωB97M-V functional and the def2-TZVPD basis.

The geometry in XYZ format:
```
88
C41H29Cl3F3FeN4O5S2 (the ωB97M-V functional and the def2-TZVPD basis)
Fe 1.848 -0.028 0.394
O 1.324 1.071 4.255
S 2.213 0.604 3.223
O 2.490 1.505 2.103
N 1.710 -0.668 2.417
C 0.901 -1.674 2.906
C 0.623 -1.972 4.220
C -0.201 -3.071 4.536
C -0.732 -3.873 3.566
C -0.463 -3.590 2.206
C -0.939 -4.369 1.130
C -0.618 -4.014 -0.148
C 0.159 -2.862 -0.374
N 0.624 -2.114 0.599
C 0.337 -2.480 1.880
C 3.746 0.206 4.005
C 4.653 -0.641 3.381
C 5.873 -0.878 3.994
C 6.173 -0.280 5.210
C 5.253 0.556 5.827
C 4.029 0.804 5.225
H 1.033 -1.355 5.006
H -0.405 -3.285 5.578
H -1.351 -4.725 3.817
H -1.542 -5.247 1.332
H -0.945 -4.609 -0.989
H 0.412 -2.549 -1.380
H 4.412 -1.100 2.433
H 6.591 -1.528 3.513
H 7.129 -0.468 5.682
H 5.488 1.014 6.779
H 3.293 1.448 5.686
C 1.505 -0.365 -1.593
C 1.615 -0.324 -2.805
C 1.760 -0.327 -4.234
C 1.010 0.531 -5.040
C 1.167 0.517 -6.416
C 2.076 -0.350 -7.007
C 2.833 -1.200 -6.212
C 2.679 -1.190 -4.836
H 0.309 1.213 -4.578
H 0.581 1.188 -7.030
H 2.195 -0.361 -8.082
H 3.549 -1.871 -6.668
H 3.269 -1.846 -4.210
F 5.926 1.698 -1.384
C 5.651 1.112 -0.214
F 5.887 2.000 0.762
F 6.499 0.091 -0.052
C 4.177 0.658 -0.150
O 3.304 1.476 -0.460
O 3.930 -0.504 0.269
Cl -6.414 1.366 3.528
C -5.574 1.737 2.059
C -4.729 0.797 1.493
C -4.071 1.108 0.316
C -4.237 2.340 -0.309
C -3.463 2.663 -1.575
C -2.177 3.419 -1.255
N -1.323 2.708 -0.324
C -1.320 2.860 1.046
C -0.417 1.971 1.526
N 0.103 1.249 0.472
C -0.467 1.717 -0.623
O -3.121 1.488 -2.281
C -4.231 0.943 -2.981
C -4.098 -0.544 -3.093
C -5.045 -1.321 -3.685
Cl -6.513 -0.757 -4.373
S -4.647 -2.987 -3.678
C -3.175 -2.656 -2.873
C -3.007 -1.331 -2.624
C -5.086 3.261 0.296
Cl -5.315 4.836 -0.411
C -5.761 2.975 1.471
H -4.586 -0.162 1.970
H -3.408 0.384 -0.137
H -4.061 3.323 -2.212
H -2.443 4.375 -0.807
H -1.623 3.604 -2.175
H -1.939 3.588 1.540
H -0.110 1.802 2.542
H -0.265 1.374 -1.623
H -4.287 1.395 -3.978
H -5.166 1.180 -2.462
H -2.505 -3.465 -2.639
H -2.137 -0.917 -2.135
H -6.420 3.706 1.918
```

Output
- 2S+1 = 6
- orbital gap (spin up / spin down) (eV) = 8.092 / 7.169
- LUMO energy (spin up / spin down) (Ha) = -0.0039 / -0.0381
- ΔE to the lowest compared entry with this formula, charge and spin (kcal/mol) = 0.0
- E_HOMO (spin up / spin down) (eV) = -8.199 / -8.207


(2)
Here is a gas-phase ion, HN2O2S (charge -1) from OMol25. Energies are from the ωB97M-V functional and the def2-TZVPD basis.

The geometry in XYZ format:
```
6
HN2O2S (the ωB97M-V functional and the def2-TZVPD basis)
N -0.746 -0.464 0.501
N -0.020 -0.582 -0.607
O 0.675 0.364 -0.965
O -0.108 -1.642 -1.325
S -0.551 1.033 1.169
H 0.751 1.290 1.226
```

Output
- 2S+1 = 1
- total charge = -1
- orbital gap (eV) = 7.428
- LUMO energy (Ha) = 0.1455
- ΔE to the lowest compared entry with this formula, charge and spin (kcal/mol) = 1.1
- E_HOMO (eV) = -3.467


(3)
Here is a molecular structure, C28H38FeN6O4P2 from OMol25. Energies are from the ωB97M-V functional and the def2-TZVPD basis.

The geometry in XYZ format:
```
79
C28H38FeN6O4P2 (the ωB97M-V functional and the def2-TZVPD basis)
Fe -0.745 -0.278 0.966
C 0.786 2.184 3.761
P 1.050 1.364 2.148
C 2.745 0.741 2.413
C 1.278 2.743 0.979
C 2.467 3.466 0.918
C 2.626 4.485 -0.008
C 1.595 4.788 -0.886
C 0.403 4.081 -0.829
C 0.234 3.061 0.103
P -1.337 2.155 0.264
C -2.376 2.759 -1.097
C -2.161 3.017 1.651
H 1.546 2.951 3.912
H 0.872 1.432 4.547
H -0.197 2.640 3.831
H 3.306 1.447 3.025
H 3.256 0.595 1.464
H 2.693 -0.209 2.944
H 3.285 3.230 1.587
H 3.555 5.038 -0.049
H 1.718 5.575 -1.618
H -0.388 4.328 -1.524
H -2.595 3.815 -0.939
H -3.305 2.189 -1.085
H -1.903 2.602 -2.062
H -2.016 4.093 1.552
H -1.791 2.667 2.604
H -3.227 2.787 1.608
C -2.958 0.269 4.725
C -2.493 -0.421 3.472
O -1.812 0.262 2.679
C -2.826 -1.796 3.222
C -3.475 -2.575 4.207
C -3.780 -3.889 3.982
C -3.442 -4.463 2.744
C -2.826 -3.727 1.764
C -2.508 -2.374 1.976
O -1.957 -1.697 0.998
H -2.656 1.313 4.691
H -2.513 -0.203 5.602
H -4.042 0.204 4.824
H -3.727 -2.129 5.160
H -4.276 -4.475 4.742
H -3.671 -5.505 2.560
H -2.568 -4.160 0.807
C 4.212 -1.477 -1.856
N 3.222 -1.566 -0.783
C 3.366 -2.510 0.195
C 2.505 -2.642 1.221
C 1.402 -1.725 1.243
O 0.509 -1.667 2.128
N 1.264 -0.817 0.260
C 2.133 -0.680 -0.782
O 2.000 0.153 -1.663
H 5.214 -1.450 -1.431
H 4.025 -0.564 -2.411
H 4.128 -2.330 -2.530
H 4.233 -3.150 0.090
H 2.626 -3.390 1.989
C -0.151 0.032 -6.071
C 0.326 -1.326 -5.567
C 1.700 -1.230 -4.911
C -0.682 -2.008 -4.647
N -0.906 -1.327 -3.364
C -0.499 -1.663 -2.147
N -0.982 -0.796 -1.292
N -1.700 0.082 -2.023
N -1.653 -0.221 -3.266
H 0.563 0.429 -6.792
H -0.239 0.751 -5.256
H -1.123 -0.040 -6.563
H 0.394 -2.003 -6.424
H 1.681 -0.583 -4.032
H 2.424 -0.816 -5.613
H 2.064 -2.215 -4.602
H -0.336 -3.010 -4.394
H -1.657 -2.092 -5.126
H 0.094 -2.532 -1.915
```

Output
- 2S+1 = 6
- total charge = +1
- orbital gap (spin up / spin down) (eV) = 8.398 / 7.451
- LUMO energy (spin up / spin down) (Ha) = -0.0835 / -0.1207
- ΔE to the lowest compared entry with this formula, charge and spin (kcal/mol) = 18.9
- E_HOMO (spin up / spin down) (eV) = -10.670 / -10.735


(4)
Here is a molecular structure, C50H39OP2S3SbZn from OMol25. Energies are from the ωB97M-V functional and the def2-TZVPD basis.

The geometry in XYZ format:
```
97
C50H39OP2S3SbZn (the ωB97M-V functional and the def2-TZVPD basis)
Zn -0.194 -0.929 1.697
S 0.818 -4.511 4.423
Sb -1.091 -3.516 3.578
S -0.899 -1.173 4.035
S -0.873 -3.223 1.189
O -2.110 1.446 -1.791
C -1.871 1.031 -3.067
C -2.414 1.527 -4.247
C -2.023 1.002 -5.469
C -1.130 -0.052 -5.534
C -0.642 -0.594 -4.361
C -0.994 -0.061 -3.133
P -0.327 -0.818 -1.587
C -1.084 -2.459 -1.927
C -0.450 -3.676 -2.128
C -1.197 -4.839 -2.213
C -2.575 -4.803 -2.105
C -3.217 -3.588 -1.933
C -2.475 -2.429 -1.845
C 1.414 -0.865 -2.159
C 2.325 -1.850 -1.796
C 3.636 -1.782 -2.240
C 4.073 -0.701 -2.985
C 3.203 0.343 -3.253
C 1.888 0.256 -2.847
C -2.749 2.545 -1.308
C -3.296 3.615 -2.009
C -3.949 4.628 -1.322
C -4.030 4.617 0.056
C -3.419 3.594 0.762
C -2.786 2.559 0.096
P -1.855 1.228 0.982
C -3.257 0.481 1.897
C -3.639 -0.786 1.461
C -4.704 -1.448 2.044
C -5.398 -0.843 3.077
C -5.009 0.406 3.535
C -3.948 1.072 2.947
C -1.037 2.321 2.194
C -0.319 3.416 1.717
C 0.454 4.177 2.574
C 0.518 3.856 3.922
C -0.199 2.773 4.404
C -0.964 2.004 3.545
H -3.163 2.302 -4.245
H -2.443 1.419 -6.376
H -0.828 -0.461 -6.488
H 0.037 -1.436 -4.381
H 0.626 -3.737 -2.198
H -0.688 -5.786 -2.332
H -3.149 -5.721 -2.123
H -4.295 -3.546 -1.833
H -2.971 -1.476 -1.686
H 2.025 -2.661 -1.145
H 4.323 -2.577 -1.983
H 5.098 -0.659 -3.325
H 3.551 1.230 -3.770
H 1.207 1.068 -3.070
H -3.205 3.712 -3.080
H -4.389 5.443 -1.884
H -4.542 5.410 0.584
H -3.414 3.610 1.843
H -3.079 -1.264 0.667
H -4.978 -2.439 1.700
H -6.240 -1.349 3.530
H -5.528 0.865 4.366
H -3.642 2.038 3.327
H -0.373 3.677 0.666
H 1.017 5.017 2.186
H 1.128 4.445 4.596
H -0.163 2.506 5.452
H -1.497 1.145 3.929
C 6.361 -3.406 1.394
C 5.395 -4.040 2.160
C 4.132 -3.491 2.275
C 3.808 -2.283 1.644
C 4.783 -1.676 0.852
C 6.046 -2.228 0.738
C 2.442 -1.798 1.809
C 1.820 -0.644 1.510
C 2.405 0.610 1.066
C 3.589 1.139 1.605
C 4.110 2.337 1.158
C 3.454 3.074 0.183
C 2.253 2.600 -0.320
C 1.734 1.404 0.129
H 7.357 -3.826 1.309
H 5.622 -4.965 2.676
H 3.379 -3.995 2.870
H 4.551 -0.767 0.319
H 6.792 -1.724 0.131
H 1.824 -2.585 2.242
H 4.108 0.593 2.382
H 5.044 2.702 1.570
H 3.861 4.015 -0.166
H 1.721 3.160 -1.083
H 0.779 1.067 -0.256
```

Output
- 2S+1 = 2
- total charge = -1
- orbital gap (spin up / spin down) (eV) = 6.713 / 5.468
- LUMO energy (spin up / spin down) (Ha) = 0.0819 / 0.0341
- E_HOMO (spin up / spin down) (eV) = -4.485 / -4.540


(5)
Here is 2 unconnected molecules or ions with the total composition CH2Cl2NO2S from OMol25. Energies are from the ωB97M-V functional and the def2-TZVPD basis.

The geometry in XYZ format:
```
9
CH2Cl2NO2S (the ωB97M-V functional and the def2-TZVPD basis)
C -2.421 -0.790 0.223
N 2.572 0.323 0.277
O 0.983 1.723 -1.441
O -1.295 -0.615 0.621
S 0.990 1.218 -0.056
Cl -2.764 -1.963 -1.021
Cl -3.592 0.515 0.407
H 2.762 -0.523 -0.213
H 2.765 0.113 1.204
```

Output
- 2S+1 = 1
- total charge = -1
- orbital gap (spin up / spin down) (eV) = 3.929 / 5.874
- LUMO energy (spin up / spin down) (Ha) = 0.1085 / 0.1161
- ΔE to the lowest compared entry with this formula, charge and spin (kcal/mol) = 47.8
- E_HOMO (spin up / spin down) (eV) = -0.978 / -2.714


(6)
Here is 3 unconnected molecules or ions with the total composition C4H16NO2 from OMol25. Energies are from the ωB97M-V functional and the def2-TZVPD basis.

The geometry in XYZ format:
```
23
C4H16NO2 (the ωB97M-V functional and the def2-TZVPD basis)
C -0.025 0.199 2.334
C -0.130 -0.673 1.116
N 0.739 -0.111 -0.017
C 0.951 -1.156 -1.110
C 2.251 -0.874 -1.801
H -0.896 -0.090 2.937
H 0.850 -0.019 2.943
H -0.204 1.250 2.113
H -1.109 -0.673 0.643
H 0.161 -1.702 1.311
H 0.356 0.756 -0.422
H 1.648 0.165 0.350
H 0.930 -2.123 -0.616
H 0.025 -1.042 -1.673
H 2.564 0.166 -1.890
H 2.400 -1.421 -2.724
H 3.047 -1.279 -1.147
H -3.043 1.014 0.887
H -3.142 2.544 0.880
O -2.562 1.788 0.661
H -1.760 1.063 -2.372
H -1.812 1.276 -0.841
O -1.239 0.941 -1.562
```

Output
- 2S+1 = 1
- total charge = +1
- orbital gap (eV) = 12.615
- LUMO energy (Ha) = -0.0997
- ΔE to the lowest compared entry with this formula, charge and spin (kcal/mol) = 14.9
- E_HOMO (eV) = -15.327


For the records above, the corresponding M values read 941.04 93.09 640.44 1001.16 163.01 110.18 g mol⁻¹.
For the records above, the corresponding E values read -160963.4718 -17924.2331 -99745.0111 -160572.3740 -42533.5628 -9986.7347 eV.
For the records above, the corresponding F_max values read 0.00949 0.04364 0.01529 0.02390 0.05378 0.03733 hartree/bohr.